[1]
DFT (wB97M-V/def2-TZVPD) results for a cluster of 2 separate species, C5H11O2 in total at a distorted geometry.

Last column: Mulliken charge in e.
CARTESIAN COORDINATES (ANGSTROEM)
C (2.10792, 1.54570, 0.91398)  -0.417
C (1.60799, 2.94554, 0.51167)  -0.777
H (1.35335, 0.81684, 0.66008)  -0.117
H (3.01524, 1.26732, 0.37327)  0.261
H (2.33156, 1.45602, 1.97243)  0.271
H (0.51675, 2.95905, 0.47399)  0.238
H (1.94485, 3.24756, -0.48298)  0.259
H (1.91231, 3.64237, 1.29249)  0.269
C (-1.00513, -1.20536, -1.27293)  -0.371
C (-0.41623, -2.61899, -1.24532)  -0.969
C (-0.96105, -0.47830, 0.09435)  0.476
O (-0.74959, -1.19907, 1.09423)  -0.724
O (-1.17947, 0.75613, 0.06223)  -0.746
H (-0.38980, -0.60243, -1.95358)  0.193
H (-1.98726, -1.15332, -1.73958)  0.325
H (-0.92190, -3.19964, -0.47082)  0.237
H (0.65146, -2.55272, -1.02478)  0.220
H (-0.53889, -3.14672, -2.19144)  0.371

HOMO: -3.99 eV
HOMO-LUMO gap: 8.2 eV
LUMO: 4.2 eV
total energy: -347.6431 Eh
total charge: -1

[2]
DFT (wB97M-V/def2-TZVPD) results for a structure of composition C22H18Cl3N5O2RuS.

Last column: Mulliken charge in e.
CARTESIAN COORDINATES (ANGSTROEM)
Ru (-0.13963, -0.57176, -0.36364)  0.550
C (0.13943, 3.72071, 1.16079)  -1.131
C (0.20255, 2.55510, 0.39297)  -0.358
N (0.10730, 1.34554, 0.93404)  0.215
C (-0.06014, 1.23346, 2.27573)  -0.010
C (-0.11748, 2.34300, 3.11303)  0.989
C (-0.01602, 3.61158, 2.51556)  -0.535
C (-0.23854, 2.16072, 4.53500)  -0.909
C (-0.27360, 0.92486, 5.06174)  -0.894
C (-0.20982, -0.24094, 4.21517)  0.974
C (-0.22264, -1.55115, 4.72840)  -0.566
C (-0.16379, -2.61084, 3.87181)  -1.055
C (-0.11981, -2.37017, 2.49055)  -0.022
N (-0.11772, -1.14907, 1.97734)  0.344
C (-0.13702, -0.09275, 2.83402)  -0.148
H (0.22789, 4.68641, 0.67653)  0.464
H (0.35485, 2.58994, -0.67770)  0.848
H (-0.05441, 4.49819, 3.14165)  0.432
H (-0.28544, 3.03825, 5.17258)  0.406
H (-0.34949, 0.78371, 6.13654)  0.411
H (-0.27970, -1.70331, 5.80262)  0.431
H (-0.17185, -3.63268, 4.23215)  0.432
H (-0.12383, -3.18456, 1.77963)  0.386
S (-0.32371, -3.17655, -0.66823)  -0.280
C (1.40323, -2.97947, -0.61199)  0.505
C (2.34560, -4.00699, -0.69297)  -0.846
C (3.68438, -3.68901, -0.60936)  -0.079
C (4.09086, -2.36261, -0.43334)  -0.834
C (3.12132, -1.40247, -0.36249)  -0.601
N (1.80856, -1.70967, -0.46626)  0.230
H (2.00833, -5.02640, -0.82999)  0.448
H (4.42833, -4.47524, -0.67605)  0.391
H (5.13823, -2.08903, -0.36626)  0.428
H (3.36785, -0.35344, -0.25386)  0.481
C (-3.41235, 0.26861, -4.11282)  -0.863
N (-3.15442, 0.94038, -2.81204)  -0.038
C (-3.29331, 2.41331, -2.73100)  -0.860
C (-2.68215, 0.26957, -1.80351)  0.812
N (-2.28666, -0.31612, -0.86975)  -0.759
H (-2.79326, 0.72505, -4.88146)  0.319
H (-4.46417, 0.37636, -4.37291)  0.329
H (-3.15970, -0.78549, -4.03550)  0.327
H (-4.28623, 2.69417, -3.06941)  0.335
H (-2.54394, 2.88782, -3.35782)  0.270
H (-3.16850, 2.73628, -1.70404)  0.346
Cl (0.63177, 2.22989, -4.66821)  -0.135
C (1.05315, 0.54331, -4.29665)  0.755
Cl (2.81478, 0.38107, -4.23686)  -0.115
Cl (0.41690, -0.49861, -5.56175)  -0.105
C (0.53904, 0.11249, -2.88418)  0.172
O (0.66693, 0.94384, -1.92299)  -0.456
O (0.09804, -1.03529, -2.71476)  -0.433

HOMO (spin up / spin down): -10.55 / -10.48 eV
HOMO-LUMO gap (spin up / spin down): 7.3 / 6.1 eV
LUMO (spin up / spin down): -3.2 / -4.4 eV
total energy: -3146.8579 Eh
total charge: +1
2S+1: 6

[3]
DFT (wB97M-V/def2-TZVPD) results for a cluster of 2 separate species, C2H7OPS in total at a distorted geometry.

Last column: Mulliken charge in e.
CARTESIAN COORDINATES (ANGSTROEM)
C (1.07926, -1.67303, -1.94957)  -0.449
C (1.09009, -0.41419, -2.09554)  -0.372
H (1.49144, -2.39617, -1.16632)  0.204
H (0.37724, -2.25733, -2.47438)  0.232
H (0.49032, 0.23007, -2.87388)  0.203
H (1.83228, 0.12221, -1.47776)  0.192
O (-2.16351, 1.21533, 2.82667)  -0.444
P (-1.32810, 1.63428, 1.50956)  0.162
S (0.11854, -0.03100, 1.46043)  -0.303
H (-2.06396, 1.88115, 3.53212)  0.357
H (-2.10835, 1.09789, 0.47773)  0.060
H (1.18476, 0.59079, 2.23092)  0.159

HOMO: -9.19 eV
HOMO-LUMO gap: 9.8 eV
LUMO: 0.6 eV
total energy: -895.1253 Eh
SMILES string: C=C.OPS
total charge: 0

[4]
DFT (wB97M-V/def2-TZVPD) results for a cluster of 2 separate species, C5H12N2 in total.

Last column: Mulliken charge in e.
CARTESIAN COORDINATES (ANGSTROEM)
H (1.00730, 1.17777, -0.07044)  0.282
N (0.75880, 2.11912, -0.33002)  -0.796
C (-0.04746, 2.63931, 0.49727)  0.178
N (-0.60378, 3.86214, 0.27198)  -0.411
H (-0.33851, 2.19982, 1.45260)  0.288
H (-1.30744, 4.19884, 0.89411)  0.205
H (-0.45933, 4.30950, -0.60857)  0.230
C (-0.82866, -0.78336, -0.99639)  -1.083
C (-0.01668, -1.58681, -0.30807)  0.990
C (-0.59680, -2.60027, 0.66750)  -1.145
C (1.48557, -1.53566, -0.39215)  -1.313
H (-0.53051, 0.06073, -1.59723)  0.400
H (-1.88772, -0.98440, -0.87072)  0.214
H (-0.32626, -3.62840, 0.42299)  0.298
H (-1.68039, -2.51269, 0.62983)  0.333
H (-0.20859, -2.36798, 1.65923)  0.277
H (1.80656, -0.75338, -1.08428)  0.346
H (1.86813, -2.45727, -0.83524)  0.379
H (1.90576, -1.35698, 0.59759)  0.326

HOMO: -9.04 eV
HOMO-LUMO gap: 10.0 eV
LUMO: 1.0 eV
total energy: -307.1907 Eh
SMILES string: [H]/N=C/N.C=C(C)C
total charge: 0

[5]
DFT (wB97M-V/def2-TZVPD) results for a cluster of 2 separate species, C7H13BO in total at a distorted geometry.

Last column: Mulliken charge in e.
CARTESIAN COORDINATES (ANGSTROEM)
B (-1.66303, -0.45827, 0.15960)  0.138
C (-3.32482, 1.09364, -0.52506)  -0.096
C (1.66418, 1.37202, -0.08623)  -0.569
C (2.17145, 0.05571, -0.68814)  -0.631
C (0.20560, 1.23837, 0.28937)  -0.965
C (0.98636, -0.90609, -0.21849)  -0.775
C (-0.26098, -0.03096, -0.41879)  -0.034
C (-1.91425, -1.79327, 0.85339)  -0.932
O (-4.17583, 1.41534, 0.21897)  -0.400
H (-3.21807, 1.60498, -1.51425)  0.268
H (2.35341, 1.53780, 0.82654)  0.249
H (1.92891, 2.19228, -0.69529)  0.339
H (2.34766, 0.14209, -1.74904)  0.322
H (3.13489, -0.20617, -0.18561)  0.306
H (0.11967, 0.87924, 1.30188)  0.314
H (-0.37049, 2.08654, 0.18024)  0.501
H (0.85293, -1.82045, -0.73055)  0.454
H (1.06766, -1.15030, 0.83235)  0.271
H (-0.36041, 0.20398, -1.41176)  0.262
H (-1.70528, -1.70916, 1.93253)  0.337
H (-1.23749, -2.57871, 0.55403)  0.363
H (-2.96166, -2.17060, 0.92870)  0.278

HOMO: -7.70 eV
HOMO-LUMO gap: 8.2 eV
LUMO: 0.5 eV
total energy: -374.4806 Eh
total charge: 0

[6]
DFT (wB97M-V/def2-TZVPD) results for a structure of composition C8H22CuO6 at a distorted geometry.

Last column: Mulliken charge in e.
CARTESIAN COORDINATES (ANGSTROEM)
Cu (0.03603, 0.09776, -0.26195)  0.932
C (4.14178, 1.57468, -0.36859)  -1.149
C (3.16780, 0.80767, -1.22889)  -0.142
O (1.83317, 1.06053, -1.14531)  -0.590
H (5.02893, 0.98549, -0.10841)  0.343
H (3.77535, 1.95603, 0.58576)  0.316
H (4.63492, 2.41036, -0.88028)  0.317
H (3.36677, -0.24579, -0.93298)  -0.015
H (3.51726, 0.80655, -2.27569)  0.278
C (-1.80298, 1.60055, 3.52765)  -1.286
C (-1.62945, 1.16723, 2.05487)  0.351
O (-0.32545, 1.22342, 1.54910)  -0.637
H (-0.84717, 1.51520, 4.04997)  0.330
H (-2.44715, 0.94833, 4.11821)  0.349
H (-2.11729, 2.64079, 3.62710)  0.298
H (-2.45431, 1.42802, 1.38115)  0.080
H (-1.79242, 0.07796, 2.17680)  -0.012
C (-2.56325, 1.26784, -1.89842)  -0.522
C (-2.85957, -0.24222, -1.65787)  -0.582
O (-2.10650, -0.73024, -0.50454)  -0.351
O (-1.20807, 1.47964, -1.51215)  -0.354
H (-3.26805, 1.87471, -1.33090)  0.325
H (-2.71628, 1.39268, -2.97186)  0.432
H (-2.68934, -0.84861, -2.54584)  0.279
H (-3.90075, -0.40726, -1.37813)  0.406
H (-2.75827, -0.98767, 0.15199)  0.259
H (-0.93003, 2.15854, -2.13792)  0.288
C (1.46073, -2.47576, 0.54801)  -0.357
C (0.59214, -2.95000, -0.57542)  -0.437
O (0.36051, -1.83496, -1.46286)  -0.456
O (0.69240, -1.55897, 1.36097)  -0.408
H (2.34166, -1.90169, 0.25271)  0.095
H (1.71839, -3.30452, 1.21190)  0.423
H (-0.38656, -3.34215, -0.28794)  0.296
H (1.05329, -3.79013, -1.10202)  0.416
H (0.00761, -2.22495, -2.26740)  0.235
H (1.07413, -1.62905, 2.23918)  0.252

HOMO (spin up / spin down): -7.32 / -6.76 eV
HOMO-LUMO gap (spin up / spin down): 7.4 / 6.1 eV
LUMO (spin up / spin down): 0.1 / -0.7 eV
total energy: -2409.7301 Eh
total charge: 0
2S+1: 2

[7]
DFT (wB97M-V/def2-TZVPD) results for a structure of composition C4H8OS at a distorted geometry.

Last column: Mulliken charge in e.
CARTESIAN COORDINATES (ANGSTROEM)
C (-0.71189, 1.34859, -0.43260)  -1.016
C (-0.26207, -0.08255, 0.01224)  0.380
C (-1.14936, -1.14631, 0.04374)  -1.111
C (2.40073, -0.27155, 0.27628)  0.210
H (-0.34729, 2.48810, 0.27802)  0.244
H (-2.02271, 1.16970, -0.45948)  0.223
H (-0.45854, 1.66843, -1.57285)  0.257
H (-0.02390, 0.23530, 0.97529)  0.200
H (-0.51558, -1.78601, 0.79697)  0.298
H (-2.11561, -0.81981, 0.46098)  0.373
H (-1.51964, -1.94778, -0.98336)  0.207
H (2.11812, -0.34769, 1.69210)  0.222
O (3.46194, 0.23710, -0.23560)  -0.451
S (1.14582, -0.74551, -0.85174)  -0.036

HOMO: -9.45 eV
HOMO-LUMO gap: 9.9 eV
LUMO: 0.5 eV
total energy: -630.4246 Eh
total charge: 0